Record 1
Density functional theory data (ωB97M-V/def2-TZVPD) for a molecular structure, C8H7Cl3CoN4OS3 at a distorted geometry.

Summary:
LUMO level (spin up / spin down) in Ha: -0.10951 / -0.19208
Electronic energy in eV: -124111.7480
Orbital gap (spin up / spin down) in eV: 8.1043 / 6.1317
E_HOMO (spin up / spin down) in eV: -11.1 / -11.4
Total charge: +1
Spin multiplicity: 5

Last column: Löwdin charge in e.
CARTESIAN COORDINATES (ANGSTROEM)
Co  0.76  -0.29  -1.50  0.29
S  1.63  -3.38  -4.55  0.80
C  1.33  -2.16  -3.45  -1.75
S  -0.06  -2.21  -2.42  0.53
S  2.37  -0.83  -3.24  0.56
C  2.49  -1.19  2.77  0.02
N  1.16  -0.76  2.35  -0.02
C  0.15  -0.54  3.22  -0.01
C  -1.09  -0.18  2.80  0.02
C  -1.30  -0.06  1.39  -0.34
N  -0.29  -0.25  0.55  0.14
C  0.93  -0.59  1.01  -0.49
O  1.85  -0.74  0.17  -0.03
N  -2.50  0.24  0.89  0.20
H  2.54  -1.20  3.85  0.10
H  3.25  -0.51  2.37  0.11
H  2.70  -2.18  2.38  0.11
H  0.38  -0.66  4.27  0.14
H  -1.89  0.00  3.50  0.12
H  -3.29  0.36  1.48  0.12
H  -2.62  0.25  -0.11  0.11
Cl  -0.72  4.53  -3.52  0.67
C  -1.66  3.09  -3.12  -1.59
Cl  -2.87  3.46  -1.86  0.64
Cl  -2.45  2.42  -4.55  0.67
C  -0.76  2.09  -2.57  -0.28
N  -0.05  1.31  -2.12  0.16


Record 2
Density functional theory data (ωB97M-V/def2-TZVPD) for C8H7ClINS in the gas phase at a distorted geometry.

Summary:
SMILES string: C[C@@H]1c2sccc2C(Cl)=CN1I
LUMO level in Ha: -0.03710
Electronic energy in eV: -41355.5231
Orbital gap in eV: 6.8974
E_HOMO in eV: -7.9
Energy relative to the best compared isomer or geometry (same formula, charge and spin) in kcal/mol: 4.5

Last column: Löwdin charge in e.
CARTESIAN COORDINATES (ANGSTROEM)
C  0.09  0.93  1.45  -0.02
C  0.94  0.80  0.18  -0.45
C  0.15  0.29  -0.98  -0.46
S  -0.85  1.22  -2.02  1.03
C  -1.77  -0.15  -2.58  -0.35
C  -1.25  -1.28  -2.03  -0.14
C  -0.22  -1.04  -1.12  -0.32
C  0.36  -1.92  -0.21  -0.60
Cl  -0.10  -3.59  0.02  0.68
C  1.47  -1.58  0.50  -0.27
N  1.97  -0.27  0.52  -0.43
I  3.91  0.03  -0.48  0.68
H  -0.38  2.02  1.34  0.14
H  0.82  0.89  2.23  0.08
H  -0.61  0.24  1.39  0.02
H  1.62  1.76  -0.14  0.15
H  -2.63  -0.05  -3.21  0.07
H  -1.76  -2.12  -2.35  0.09
H  2.02  -2.37  1.05  0.11


Record 3
Density functional theory data (ωB97M-V/def2-TZVPD) for 2 unconnected molecules or ions with the total composition C8H7F3S at a distorted geometry.

Summary:
LUMO level in Ha: -0.04172
Electronic energy in eV: -27393.6742
Orbital gap in eV: 8.3039
E_HOMO in eV: -9.4
Energy relative to the best compared isomer or geometry (same formula, charge and spin) in kcal/mol: 75.0

Last column: Löwdin charge in e.
CARTESIAN COORDINATES (ANGSTROEM)
C  -2.54  0.56  -0.93  -0.09
C  -1.61  1.46  -0.49  -0.12
C  -2.88  -0.50  -0.03  -0.08
C  -0.89  1.22  0.70  -0.18
C  -2.20  -0.62  1.15  -0.09
C  -1.20  0.27  1.60  -0.08
C  2.15  -0.80  -0.27  -0.33
C  3.53  -1.26  -0.37  -0.76
F  4.31  -0.77  0.61  0.12
F  4.20  -0.91  -1.51  0.06
F  3.63  -2.63  -0.32  0.09
S  1.93  0.72  -0.75  0.97
H  -3.11  0.64  -1.90  0.12
H  -1.41  2.17  -1.25  0.09
H  -3.64  -1.21  -0.31  0.09
H  -0.18  2.01  0.91  0.08
H  -2.34  -1.32  1.88  0.07
H  -0.85  0.12  2.64  0.12
H  3.11  0.84  -1.36  -0.09


Record 4
Density functional theory data (ωB97M-V/def2-TZVPD) for a molecular structure, C8H7IN2OS at a distorted geometry.

Summary:
LUMO level in Ha: -0.01608
Electronic energy in eV: -32370.5824
Orbital gap in eV: 8.0007
E_HOMO in eV: -8.4
Energy relative to the best compared isomer or geometry (same formula, charge and spin) in kcal/mol: 0.0

Last column: Löwdin charge in e.
CARTESIAN COORDINATES (ANGSTROEM)
C  1.80  -0.43  2.20  -0.12
C  2.22  -0.20  0.97  -0.12
C  0.52  -0.16  2.58  0.04
C  1.42  0.33  -0.01  -0.06
C  -0.33  0.39  1.60  -0.16
C  0.11  0.72  0.34  -0.46
C  -1.76  0.64  1.75  -0.61
C  -0.48  -0.49  -3.74  -0.13
N  0.00  -1.47  -3.11  0.04
N  -2.25  1.21  0.62  -0.84
O  -2.54  0.51  2.70  -0.04
S  -1.10  1.48  -0.65  0.95
I  -4.23  1.29  0.35  0.96
H  2.57  -0.96  2.74  0.11
H  3.26  -0.64  0.88  0.14
H  0.09  -0.37  3.51  0.11
H  1.74  0.58  -1.06  0.13
H  -0.52  -0.47  -4.91  0.10
H  -0.84  0.23  -3.11  -0.04
H  0.32  -2.19  -3.65  -0.01


Record 5
Density functional theory data (ωB97M-V/def2-TZVPD) for a gas-phase ion, C8H7N2O2 (charge -1) at a distorted geometry.

Summary:
SMILES string: CC1=C(C(=O)[O-])CC(=C=N)C=N1
LUMO level (spin up / spin down) in Ha: 0.10792 / 0.10793
Electronic energy in eV: -15482.9779
Orbital gap (spin up / spin down) in eV: 6.6053 / 6.6068
E_HOMO (spin up / spin down) in eV: -3.7 / -3.7
Total charge: -1
Energy relative to the best compared isomer or geometry (same formula, charge and spin) in kcal/mol: 30.7

Last column: Löwdin charge in e.
CARTESIAN COORDINATES (ANGSTROEM)
C  -2.11  -1.81  -0.25  -0.03
C  -0.84  -0.95  -0.23  -0.31
C  -0.91  0.39  -0.25  -0.07
C  -2.23  1.15  0.06  -0.72
O  -2.46  1.27  1.30  -0.09
O  -3.03  1.43  -0.84  -0.04
C  0.42  1.14  -0.06  -0.10
C  1.64  0.31  0.10  -0.21
C  2.92  0.86  0.41  -0.05
N  4.08  1.28  0.36  0.13
C  1.51  -1.05  -0.23  -0.15
N  0.35  -1.71  -0.39  0.10
H  -1.98  -2.59  0.47  0.06
H  -2.16  -1.91  -1.34  0.09
H  -3.00  -1.40  0.10  0.04
H  0.23  1.89  0.76  0.14
H  0.55  1.73  -0.89  0.08
H  4.63  1.63  1.10  0.04
H  2.38  -1.65  -0.18  0.09


Record 6
Density functional theory data (ωB97M-V/def2-TZVPD) for a molecular structure, C8H7N3 at a distorted geometry.

Summary:
LUMO level in Ha: 0.00947
Electronic energy in eV: -12876.0199
Orbital gap in eV: 8.2465
E_HOMO in eV: -8.0
Energy relative to the best compared isomer or geometry (same formula, charge and spin) in kcal/mol: 90.4

Last column: Löwdin charge in e.
CARTESIAN COORDINATES (ANGSTROEM)
C  0.58  1.53  1.13  -0.41
C  1.42  0.64  -0.70  -0.19
C  0.40  -0.28  -0.78  -0.14
C  0.44  -1.52  -1.61  -0.05
C  -0.70  -2.16  -1.61  -0.16
C  -1.96  -1.91  -0.88  -0.05
C  -1.81  -1.01  0.19  0.00
C  -0.54  -0.19  0.32  -0.26
H  0.53  2.09  3.37  0.17
H  2.26  2.41  2.59  0.26
H  2.14  0.61  -1.57  0.14
H  1.24  -1.82  -2.27  0.11
H  -0.69  -2.91  -2.42  0.10
H  -2.75  -2.64  -1.17  0.10
H  -2.65  -0.89  0.99  0.13
N  0.95  2.19  2.28  0.01
N  1.50  1.66  0.04  0.12
N  -0.61  0.81  1.13  0.13


Record 7
Density functional theory data (ωB97M-V/def2-TZVPD) for a molecular structure, C8H7NO at a distorted geometry.

Summary:
LUMO level (spin up / spin down) in Ha: -0.00351 / -0.00330
Electronic energy in eV: -11943.3737
Orbital gap (spin up / spin down) in eV: 7.2411 / 7.2429
E_HOMO (spin up / spin down) in eV: -7.3 / -7.3
Energy relative to the best compared isomer or geometry (same formula, charge and spin) in kcal/mol: 64.7

Last column: Löwdin charge in e.
CARTESIAN COORDINATES (ANGSTROEM)
C  -2.29  -1.04  0.15  -0.09
C  -0.97  -1.52  0.33  -0.02
C  -2.25  0.32  0.06  -0.07
C  -0.16  -0.41  0.33  -0.17
C  1.13  1.51  0.24  0.00
C  -0.17  1.85  0.11  -0.03
C  2.48  -0.81  -0.70  0.05
C  1.20  0.07  0.39  -0.22
N  -0.95  0.71  0.16  -0.06
O  2.35  -0.66  0.69  -0.08
H  -3.17  -1.66  0.08  0.09
H  -0.67  -2.54  0.44  0.10
H  -3.06  1.02  -0.09  0.11
H  1.97  2.17  0.23  0.11
H  -0.61  2.82  -0.02  0.12
H  2.04  -1.68  -1.15  0.09
H  3.13  -0.14  -1.23  0.08


Record 8
Density functional theory data (ωB97M-V/def2-TZVPD) for a molecular structure, C8H7NO3 at a distorted geometry.

Summary:
LUMO level in Ha: 0.01906
Electronic energy in eV: -16037.6763
Orbital gap in eV: 9.2000
E_HOMO in eV: -8.7
Energy relative to the best compared isomer or geometry (same formula, charge and spin) in kcal/mol: 90.7

Last column: Löwdin charge in e.
CARTESIAN COORDINATES (ANGSTROEM)
C  -1.73  -2.69  2.06  0.01
C  0.07  -1.44  1.31  -0.40
C  1.31  -0.89  1.45  -0.03
C  1.77  0.17  0.68  -0.05
C  1.06  0.92  -0.22  -0.17
C  -0.27  2.04  -1.88  -0.40
C  -0.19  0.42  -0.30  -0.22
C  -0.65  -0.93  0.19  0.08
H  -2.36  -1.70  2.10  0.13
H  -1.88  -3.01  1.08  0.03
H  -2.12  -3.46  2.74  0.08
H  2.15  -1.17  2.20  0.16
H  2.69  0.67  0.89  0.10
H  1.78  2.77  -1.27  0.24
H  -1.51  -1.56  -0.62  0.22
N  0.99  1.93  -1.29  0.14
O  -0.14  -2.56  2.00  -0.06
O  -0.60  2.63  -2.95  0.05
O  -1.00  0.96  -1.26  0.08


Record 9
Density functional theory data (ωB97M-V/def2-TZVPD) for C8H7NOS2 in the gas phase at a distorted geometry.

Summary:
SMILES string: O[C@@H](c1cccs1)c1nccs1
LUMO level in Ha: 0.02294
Electronic energy in eV: -33616.8829
Orbital gap in eV: 9.3909
E_HOMO in eV: -8.8
Energy relative to the best compared isomer or geometry (same formula, charge and spin) in kcal/mol: 10.5

Last column: Löwdin charge in e.
CARTESIAN COORDINATES (ANGSTROEM)
O  0.04  0.89  2.38  0.00
C  0.05  -0.22  1.55  -0.37
C  -1.09  -0.28  0.59  -0.51
C  -1.80  0.75  0.06  -0.12
C  -2.80  0.32  -0.84  -0.18
C  -2.83  -1.02  -0.98  -0.41
S  -1.64  -1.81  -0.02  1.03
C  1.40  -0.19  0.61  -0.52
N  1.84  0.91  0.11  0.04
C  2.81  0.69  -0.81  -0.24
C  3.10  -0.62  -1.03  -0.40
S  2.13  -1.63  -0.03  1.02
H  0.18  1.68  1.85  0.09
H  0.10  -1.11  2.17  0.14
H  -1.62  1.78  0.32  0.11
H  -3.47  1.00  -1.34  0.10
H  -3.48  -1.62  -1.60  0.06
H  3.26  1.53  -1.30  0.10
H  3.81  -1.04  -1.71  0.06


Record 10
Density functional theory data (ωB97M-V/def2-TZVPD) for a molecular structure, C8H7O2S at a distorted geometry.

Summary:
LUMO level in Ha: 0.12700
Electronic energy in eV: -23336.9927
Orbital gap in eV: 7.4299
E_HOMO in eV: -4.0
Total charge: -1
Energy relative to the best compared isomer or geometry (same formula, charge and spin) in kcal/mol: 50.2

Last column: Löwdin charge in e.
CARTESIAN COORDINATES (ANGSTROEM)
C  -1.05  2.16  -2.46  -0.05
C  -1.18  1.34  -1.54  -0.06
C  0.58  0.45  1.40  -0.31
C  0.32  -0.35  0.30  -0.47
C  -0.51  1.01  2.04  -0.63
C  -1.11  -0.14  -0.22  -0.63
C  1.96  0.55  1.92  -0.05
C  -1.75  -1.20  -1.04  -0.19
O  1.09  -1.04  -0.42  -0.03
O  -0.67  1.53  3.16  -0.07
S  -2.06  0.42  1.17  0.92
H  -0.93  2.99  -3.24  0.02
H  2.37  1.23  1.10  0.11
H  2.55  -0.42  1.95  0.09
H  1.90  0.87  2.89  0.03
H  -1.02  -1.39  -2.02  0.13
H  -2.84  -0.95  -1.44  0.10
H  -1.85  -2.18  -0.48  0.08


Record 11
Density functional theory data (ωB97M-V/def2-TZVPD) for a molecular structure, C8H7O6V at a distorted geometry.

Summary:
LUMO level (spin up / spin down) in Ha: -0.19058 / -0.23884
Electronic energy in eV: -46372.0101
Orbital gap (spin up / spin down) in eV: 7.4589 / 5.1908
E_HOMO (spin up / spin down) in eV: -12.6 / -11.7
Total charge: +1
Spin multiplicity: 4
Energy relative to the best compared isomer or geometry (same formula, charge and spin) in kcal/mol: 1.5

Last column: Löwdin charge in e.
CARTESIAN COORDINATES (ANGSTROEM)
O  -1.97  -2.31  0.11  0.20
C  -1.20  -1.44  0.02  -0.05
V  0.23  -0.16  -0.29  0.33
O  2.20  -1.55  1.64  0.18
C  1.44  -1.03  0.92  -0.08
C  0.99  1.60  -0.03  -0.07
O  1.54  2.62  0.05  0.20
C  -1.36  0.98  -1.28  -0.21
O  -1.31  2.10  -1.70  0.04
C  1.01  -0.73  -1.94  -0.06
O  1.41  -1.02  -2.99  0.19
H  -2.35  0.39  -1.32  0.11
C  -2.16  1.53  3.54  0.02
C  -1.05  0.80  2.85  -0.41
C  -0.03  0.14  3.73  0.01
O  -1.02  0.77  1.62  -0.03
H  -1.99  1.45  4.61  0.08
H  -3.12  1.08  3.28  0.11
H  -2.15  2.59  3.24  0.11
H  -0.03  -0.95  3.58  0.11
H  0.98  0.53  3.51  0.11
H  -0.29  0.36  4.77  0.09


Record 12
Density functional theory data (ωB97M-V/def2-TZVPD) for a gas-phase ion, C8H8BrN2O3 (charge +1) at a distorted geometry.

Summary:
LUMO level in Ha: -0.18186
Electronic energy in eV: -87581.8945
Orbital gap in eV: 8.2688
E_HOMO in eV: -13.2
Total charge: +1
Energy relative to the best compared isomer or geometry (same formula, charge and spin) in kcal/mol: 0.0

Last column: Löwdin charge in e.
CARTESIAN COORDINATES (ANGSTROEM)
C  2.59  -0.94  -1.71  -0.13
C  0.71  -0.38  -0.77  -0.25
C  0.84  0.43  -2.11  -0.35
C  -1.45  -0.86  0.40  -0.26
C  0.06  0.79  1.30  -0.27
C  -2.85  -1.25  0.11  0.02
C  0.58  1.64  2.33  0.00
C  -1.14  -0.03  1.50  -0.54
N  1.88  -1.19  -0.69  0.17
N  2.02  -0.12  -2.61  0.14
O  0.24  1.29  -2.59  0.23
O  -0.55  -1.07  -0.54  0.14
O  0.79  0.76  0.22  0.13
Br  -2.36  0.25  2.89  0.91
H  3.52  -1.45  -1.92  0.16
H  -3.37  -1.55  0.99  0.07
H  -3.26  -0.36  -0.45  0.16
H  -2.96  -1.94  -0.64  0.07
H  0.22  1.34  3.38  0.12
H  0.24  2.70  2.21  0.13
H  1.66  1.82  2.22  0.12
H  2.59  0.11  -3.52  0.23


Q: What is the formula in the second record?
A: C8H7ClINS